DFT (ωB97M-V/def2-TZVPD) results for a molecular structure, C5H5Br3N2OS2 at a distorted geometry.

Geometry as XYZ:
```
18
Properties=species:S:1:pos:R:3:lowdin_charge:R:1
C -0.3857 0.8491 -0.7720 -0.0099
C 3.0073 0.0279 -1.2758 -0.7676
C 1.3690 -1.6931 -0.0708 -1.3797
C -1.8270 0.9540 -0.6602 -0.0454
C 3.1200 -0.0882 1.4679 -0.8811
N 0.7222 0.5918 -0.9868 -0.0216
N 1.8341 0.5878 -1.5245 -0.0770
O 5.5719 0.1843 -2.2842 -0.6069
S 4.1951 0.6618 -2.3801 0.8857
S 3.1085 -1.2769 0.0494 0.7953
Br 1.4982 -2.9726 -1.5631 0.5258
Br 0.8864 -2.6425 1.6228 0.4805
Br 4.3922 1.2691 1.3544 0.7398
H -2.3830 -0.0045 -0.7913 0.0983
H -2.0437 1.4126 0.3440 0.0977
H -2.2639 1.6259 -1.4500 0.1019
H 2.0432 0.3287 1.4079 0.0652
H 3.3662 -0.5739 2.3735 -0.0011
```

As for the energy above the lowest of the compared OMol25 structures with the same formula, charge and spin: 6.304 eV. The gap between HOMO and LUMO (alpha / beta) comes out at 6.855 / 6.854 eV.

---

DFT (ωB97M-V/def2-TZVPD) results for 11 unconnected molecules or ions with the total composition C9H36F6NO10P at a distorted geometry.

Geometry as XYZ:
```
63
Properties=species:S:1:pos:R:3:lowdin_charge:R:1
C -20.8287 5.0941 -16.2468 -0.0566
C -21.3737 4.6918 -17.6314 -0.4670
C -21.4502 3.1360 -17.5962 -0.1680
C -22.2632 2.4820 -18.6664 -0.2143
C -23.6666 3.1428 -18.7581 -0.1327
C -23.7122 4.7019 -18.8526 -0.4915
N -22.7785 5.2427 -17.8177 -0.2020
O -22.8938 6.6944 -17.6505 -0.3283
C -25.1578 5.1050 -18.5102 -0.0462
C -23.3099 5.1023 -20.2883 -0.0596
C -20.3471 5.1830 -18.6873 -0.0672
H -21.5667 5.0323 -15.4471 0.0687
H -20.4934 6.1312 -16.2340 0.0732
H -19.9990 4.4226 -16.0258 0.0656
H -22.0356 2.7852 -16.7463 0.1139
H -20.4381 2.7314 -17.6080 0.1095
H -22.0848 1.4068 -18.6806 0.0982
H -21.8073 2.6985 -19.6325 0.0792
H -24.0871 2.8163 -17.8069 0.0948
H -24.3273 2.7317 -19.5213 0.1035
H -25.3612 4.8644 -17.4667 0.0623
H -25.8847 4.6294 -19.1686 0.0619
H -25.3901 6.1608 -18.6497 0.0753
H -23.0025 6.1474 -20.3262 0.0665
H -24.1166 5.0607 -21.0202 0.0563
H -22.4984 4.5405 -20.7509 0.0520
H -20.3616 6.2605 -18.8512 0.0671
H -20.2422 4.7339 -19.6750 0.0541
H -19.3189 5.0418 -18.3542 0.0529
P -25.7873 2.5003 -14.4118 0.1766
F -24.3276 3.1315 -14.3531 -0.1142
F -26.2234 3.5972 -15.5741 -0.1726
F -25.3577 1.5171 -15.6086 -0.1450
F -27.2810 1.8670 -14.6416 -0.1521
F -25.3968 1.4290 -13.3093 -0.1249
F -26.3387 3.5263 -13.3036 -0.1236
O -27.8664 1.7617 -11.4735 -0.0543
H -28.1527 0.8534 -11.5693 0.0283
H -27.3742 1.9440 -12.2740 -0.0288
O -22.8053 -0.1721 -14.3279 -0.0572
H -23.6831 0.1976 -14.2332 -0.0168
H -22.6203 -0.1142 -15.2653 0.0263
O -30.2295 1.5401 -16.6780 -0.0753
H -30.5378 1.2573 -17.5389 0.0122
H -29.3268 1.8216 -16.8269 -0.0278
O -24.7531 5.6224 -12.5647 -0.0687
H -25.3170 5.1316 -11.9668 0.0175
H -23.8630 5.4084 -12.2851 0.0348
O -24.1104 1.8147 -10.9825 -0.0622
H -23.3795 2.0590 -11.5503 0.0276
H -24.8893 1.9502 -11.5221 -0.0123
O -26.9822 6.4583 -13.8048 -0.0497
H -27.2548 5.8303 -14.4738 0.0203
H -27.5760 6.3000 -13.0709 0.0197
O -27.5995 2.2130 -17.4424 -0.0530
H -27.1113 2.7857 -16.8508 -0.0070
H -27.1976 2.3547 -18.2995 0.0411
O -24.0813 5.7445 -15.1374 -0.0813
H -23.6689 5.6412 -15.9950 -0.0292
H -24.1045 4.8593 -14.7740 -0.0347
O -25.8235 -1.2643 -14.9974 -0.0526
H -26.6306 -1.5373 -14.5612 0.0271
H -25.9845 -0.3562 -15.2535 -0.0098
```

The gap between HOMO and LUMO comes out at 4.467 eV. Its total charge is -2.

---

DFT (ωB97M-V/def2-TZVPD) results for a single C6H10O molecule.

Geometry as XYZ:
```
17
Properties=species:S:1:pos:R:3:lowdin_charge:R:1
C 0.6086 0.5692 1.3836 -0.1897
C -0.3887 -0.5823 1.2355 -0.1568
O -1.4962 -0.0983 0.4591 -0.0260
C -1.3355 -0.0158 -0.8390 -0.1417
C -0.5236 -0.8503 -1.6676 -0.2719
C 0.8277 -1.0259 -1.6143 0.0231
C 0.9462 1.2109 0.0394 -0.1135
H 1.4965 0.1601 1.8801 0.1172
H 0.1661 1.3178 2.0467 0.1075
H 0.0665 -1.4371 0.7232 0.1157
H -0.8200 -0.8853 2.1921 0.1276
H -2.1263 0.6093 -1.2615 0.1448
H 0.1160 0.9870 -0.6692 0.0312
H -1.1930 -1.2817 -2.4271 0.1015
H 1.2151 -1.8182 -2.2657 -0.0089
H 0.9144 2.2976 0.0615 0.0787
H 1.8922 0.8643 -0.3715 0.0612
```

As for the energy above the lowest of the compared OMol25 structures with the same formula, charge and spin: 5.058 eV. The gap between HOMO and LUMO comes out at 6.970 eV.

---

DFT (ωB97M-V/def2-TZVPD) results for a molecular structure, C55H62N7PS3SbTi at a distorted geometry.

Geometry as XYZ:
```
130
Properties=species:S:1:pos:R:3:lowdin_charge:R:1
Ti 0.3771 0.1861 0.5315 0.6430
N 0.5731 -2.7447 -9.4226 0.1253
C 0.5764 -2.4365 -8.3129 -0.2077
C 0.5812 -2.0535 -6.9341 -0.2540
C -0.2424 -1.0147 -6.4920 -0.0285
C -0.2330 -0.6553 -5.1611 -0.0209
C 0.5832 -1.3158 -4.2270 -0.1670
C 1.4076 -2.3496 -4.6983 -0.0317
C 1.4103 -2.7166 -6.0285 -0.0312
C 0.5825 -0.9059 -2.8208 -0.0692
C 0.4461 -1.9207 -1.8161 -0.2673
C 0.3082 -3.3092 -1.9914 -0.0681
C 0.2083 -3.8764 -0.7093 -0.1305
C 0.2577 -2.8188 0.1818 -0.2329
N 0.4062 -1.6396 -0.4677 -0.0713
C 0.8051 0.4830 -2.5602 -0.2834
C 1.2562 1.4521 -3.4742 -0.0754
C 1.5186 2.6189 -2.7407 -0.1129
C 1.2224 2.3237 -1.4230 -0.2344
N 0.7804 1.0464 -1.2999 -0.0958
H -0.8895 -0.5020 -7.1913 0.1138
H -0.8731 0.1456 -4.8140 0.1129
H 2.0711 -2.8458 -4.0029 0.1088
H 2.0602 -3.5087 -6.3771 0.1133
H 0.2721 -3.8384 -2.9277 0.0887
H 0.1097 -4.9237 -0.4666 0.0845
H 0.2236 -2.8351 1.2598 0.0738
H 1.4165 1.3081 -4.5305 0.0968
H 1.8964 3.5552 -3.1206 0.0844
H 1.3336 2.9417 -0.5441 0.0646
S -0.2189 2.3915 1.8605 0.5483
C -0.1804 1.1968 3.0797 -1.1558
N -0.2923 -0.0861 2.8226 -0.0623
C -0.2748 -0.8494 3.9679 -0.3211
C -0.4402 -2.2333 4.0210 -0.0266
C -0.4423 -2.8628 5.2492 -0.1031
C -0.2705 -2.1345 6.4279 -0.1119
C -0.1019 -0.7620 6.3908 -0.1014
C -0.1135 -0.1207 5.1602 -0.4845
S 0.0203 1.5708 4.7845 1.0128
H -0.5523 -2.7931 3.1040 0.0850
H -0.5620 -3.9377 5.2960 0.1009
H -0.2662 -2.6483 7.3805 0.0950
H 0.0295 -0.2007 7.3071 0.1023
C -3.4354 0.3397 3.0491 -0.0710
N -3.6471 -0.9183 2.3497 -0.1798
C -4.6488 -1.7605 2.9725 -0.0541
C -3.1285 -1.1731 1.1261 -0.6793
S -2.4515 0.0436 0.1570 0.6632
N -3.2669 -2.4430 0.6534 -0.1985
C -3.1216 -2.6996 -0.7738 -0.0750
C -2.9257 -3.6026 1.4672 -0.0602
H -3.0002 0.1403 4.0322 0.0923
H -4.4002 0.8370 3.1826 0.0929
H -2.7746 0.9804 2.4750 0.0185
H -5.4779 -1.1259 3.2936 0.0887
H -4.2508 -2.2742 3.8525 0.0924
H -5.0228 -2.4944 2.2634 0.0847
H -3.5484 -1.8775 -1.3406 0.0630
H -3.6689 -3.6186 -0.9951 0.0915
H -2.0726 -2.8215 -1.0565 0.0623
H -2.7675 -3.3242 2.5045 0.0662
H -1.9987 -4.0346 1.0801 0.0775
H -3.7149 -4.3576 1.4163 0.0908
C -1.9910 3.2914 -4.5574 -0.1783
C -2.5161 4.2563 -3.4967 -0.5738
C -3.8534 4.8410 -3.9247 -0.1614
Sb -2.4319 3.2677 -1.5460 1.5051
C -2.1251 5.0576 -0.3536 -0.5965
C -0.6993 5.5620 -0.5476 -0.1666
C -3.1238 6.1814 -0.5813 -0.1555
C -4.5730 3.1135 -1.2072 -0.6019
C -4.9039 3.0027 0.2758 -0.1611
C -5.1237 1.9115 -1.9672 -0.1707
H -1.9073 3.7823 -5.5319 0.0703
H -2.6714 2.4434 -4.6791 0.0648
H -1.0138 2.8844 -4.2915 0.0386
H -1.7981 5.0782 -3.3973 0.0701
H -4.6140 4.0644 -4.0321 0.0603
H -3.7593 5.3311 -4.8995 0.0708
H -4.2402 5.5801 -3.2209 0.0513
H -2.2116 4.6969 0.6769 0.0591
H -0.5364 5.9073 -1.5723 0.0644
H 0.0392 4.7867 -0.3460 0.0346
H -0.4891 6.4066 0.1149 0.0726
H -3.0180 6.5973 -1.5868 0.0622
H -2.9519 7.0023 0.1225 0.0711
H -4.1608 5.8603 -0.4654 0.0554
H -5.0303 4.0253 -1.6040 0.0629
H -4.4975 2.0784 0.6902 0.0307
H -5.9879 2.9949 0.4319 0.0722
H -4.4929 3.8288 0.8607 0.0581
H -4.6710 0.9882 -1.6006 0.0348
H -4.9213 1.9699 -3.0395 0.0535
H -6.2084 1.8255 -1.8416 0.0714
N 2.1528 0.1386 1.2405 -0.3144
P 3.3847 -0.7347 1.5157 0.7759
C 3.1630 -2.1795 2.6023 -0.2651
C 2.8754 -3.4387 2.0858 -0.0946
C 2.6247 -4.5044 2.9389 -0.0795
C 2.6614 -4.3194 4.3119 -0.1000
C 2.9365 -3.0625 4.8359 -0.0941
C 3.1834 -2.0001 3.9845 -0.0775
C 4.6831 0.2193 2.3676 -0.2788
C 5.9110 -0.3207 2.7415 -0.0847
C 6.8549 0.4654 3.3793 -0.0926
C 6.5730 1.7998 3.6504 -0.0994
C 5.3505 2.3390 3.2839 -0.0834
C 4.4059 1.5509 2.6425 -0.0715
C 4.1620 -1.3896 0.0032 -0.2591
C 5.1088 -2.4120 -0.0227 -0.1014
C 5.6301 -2.8546 -1.2266 -0.0919
C 5.2037 -2.2808 -2.4189 -0.0886
C 4.2631 -1.2623 -2.4006 -0.0677
C 3.7460 -0.8164 -1.1930 -0.0554
H 2.8287 -3.5890 1.0147 0.1014
H 2.4005 -5.4791 2.5242 0.1016
H 2.4681 -5.1524 4.9769 0.0985
H 2.9443 -2.9053 5.9062 0.1020
H 3.3918 -1.0200 4.4000 0.1133
H 6.1316 -1.3622 2.5414 0.0987
H 7.8086 0.0406 3.6655 0.0968
H 7.3112 2.4164 4.1481 0.0955
H 5.1293 3.3773 3.4953 0.1002
H 3.4411 1.9460 2.3409 0.0944
H 5.4253 -2.8884 0.8985 0.0963
H 6.3590 -3.6554 -1.2384 0.0962
H 5.6006 -2.6358 -3.3622 0.0978
H 3.9105 -0.8137 -3.3213 0.1053
H 3.0013 -0.0293 -1.1742 0.0855
```

As for the energy above the lowest of the compared OMol25 structures with the same formula, charge and spin: 0.000 eV. As for the expectation value of S²: 2.03. The gap between HOMO and LUMO (alpha / beta) comes out at 4.949 / 6.714 eV. Its spin multiplicity is 3. Its total charge is -1.

---

Electronic energy (computed, hartree): -8896.41802 -2112.40997 -309.65648 -5142.14865